No. 1
This record from the Open Molecules 2025 dataset describes a structure of composition C14H20N4NiO7Se. The level of theory is wB97M-V/def2-TZVPD.

Values from the calculation:
- HOMO energy (alpha / beta) (Ha) = -0.29709 / -0.29709
- Kohn-Sham gap (alpha / beta) (hartree) = 0.30245 / 0.30259
- relative energy (zero: lowest compared OMol25 entry of this formula, charge and spin) (eV) = 0.0000
- charge = 0
- M (g/mol) = 493.99

CARTESIAN COORDINATES (ANGSTROEM)
Se 2.4641 -1.9096 1.0285
Ni 0.6027 -0.5844 0.0693
O 1.2323 1.1962 -1.9698
O -2.9298 -1.1368 4.6005
O -0.8015 -0.3190 -1.4411
O -0.1839 0.7231 1.5944
O -1.4076 0.6011 3.4742
O 2.7344 1.3070 -0.3441
O -3.5122 -3.2451 4.1576
N 3.6412 0.3262 2.4030
N -1.9231 -3.3467 1.9083
N -0.6507 -1.8514 0.9779
N 4.8868 -0.3865 0.7930
C 1.6199 0.7624 -0.8885
C 5.5312 0.6954 1.3512
C -1.0819 -3.0926 0.8861
C 4.7496 1.1404 2.3580
C -0.6770 -4.0739 -0.1530
C -2.8957 -2.2369 3.8914
C -0.9208 0.1329 2.4269
C 3.7205 -0.5944 1.4293
C 5.3044 -1.0957 -0.4030
C 2.5026 0.5113 3.2946
C -2.0285 0.3214 -1.0824
C -1.2271 -1.2935 2.0905
C -2.0280 -2.2208 2.6874
C 3.3226 2.3924 -1.0741
H 4.1682 2.7261 -0.4784
H -2.3317 -0.4100 4.2010
H 1.7103 1.0554 2.7827
H -1.4455 -4.8317 -0.2981
H -2.6639 0.4286 -1.9623
H -2.5328 -0.3103 -0.3539
H 2.1235 -0.4644 3.5888
H 4.8862 1.9516 3.0499
H -0.2442 0.3145 -1.9555
H -2.4169 -4.2012 2.1173
H 2.6064 3.2018 -1.2031
H 2.8414 1.0560 4.1722
H 3.6536 2.0621 -2.0584
H -1.8436 1.2970 -0.6312
H 6.3426 -0.8460 -0.6067
H -0.5092 -3.5540 -1.0946
H 0.2508 -4.5724 0.1328
H 5.2042 -2.1663 -0.2485
H 6.4846 1.0395 0.9931
H 4.6764 -0.8001 -1.2429

No. 2
This record from the Open Molecules 2025 dataset describes an isolated molecule of C14H20N4O2. The level of theory is wB97M-V/def2-TZVPD.

Values from the calculation:
- HOMO energy (Ha) = -0.29071
- Kohn-Sham gap (hartree) = 0.31605
- SMILES = O=C1OC[C@@H](CN2CCCCC2)N1/N=C/c1ccc[nH]1
- relative energy (zero: lowest compared OMol25 entry of this formula, charge and spin) (eV) = 4.3643
- charge = 0
- M (g/mol) = 276.34

CARTESIAN COORDINATES (ANGSTROEM)
O -3.5442 -1.6005 1.6694
O -2.4561 -3.3591 0.5694
N -1.8264 2.9233 3.5915
N -1.4971 -1.2418 0.8218
N 1.0710 -1.3821 -1.9393
N -1.0455 -0.2273 1.5847
C 1.8653 1.1583 -2.9866
C 0.7470 0.3232 -3.6472
C -1.1642 1.8794 2.9612
C 0.1880 1.9762 3.2329
C -1.7262 0.7624 2.0787
C -0.2763 -1.3666 -1.2034
C 2.1818 -0.6442 -1.2248
C 0.4370 3.0054 4.0972
C 0.9649 -1.1851 -3.3667
C 2.0404 0.8020 -1.4657
C -0.5366 -2.1111 0.0713
C -2.6225 -2.0034 1.0181
C -1.1469 -3.4984 -0.0259
C -0.8068 3.5989 4.3241
H 2.8152 0.9709 -3.4414
H -0.2093 0.5867 -3.1435
H 1.3797 3.2953 4.6409
H -2.8662 3.0361 3.6186
H -2.6706 0.8768 1.7223
H 3.0611 -1.1540 -1.6149
H 2.2250 -0.7497 -0.1102
H -0.5405 -4.2142 0.5811
H 0.1290 -1.7897 -3.7222
H -1.0116 -1.7354 -1.8159
H 0.9342 1.3226 2.9409
H -1.2332 -3.8831 -1.0209
H 2.9323 1.2836 -1.1225
H -0.6106 -0.3182 -1.0238
H 0.7749 0.4581 -4.7117
H 1.2658 1.2930 -0.8040
H 1.8473 -1.5935 -3.8601
H -1.0262 4.4117 4.9649
H 1.6360 2.2235 -3.0165
H 0.3212 -2.1301 0.7782

No. 3
This record from the Open Molecules 2025 dataset describes a cluster of 3 separate species, C14H20N4O7S in total. The level of theory is wB97M-V/def2-TZVPD.

Values from the calculation:
- HOMO energy (Ha) = -0.32092
- Kohn-Sham gap (hartree) = 0.31097
- SMILES = O=S(=O)(O)CCCCc1cnc2ccccc2n1.C[N+](=O)[O-].C[N+](=O)[O-]
- relative energy (zero: lowest compared OMol25 entry of this formula, charge and spin) (eV) = 1.2670
- charge = 0
- M (g/mol) = 388.40

CARTESIAN COORDINATES (ANGSTROEM)
S -1.3451 -0.3676 4.1491
O -5.9320 -0.7961 -0.6109
O 5.1224 3.0902 -3.4606
O -0.3801 -1.3194 4.6020
O -0.5383 0.7785 3.3910
O -4.3924 -0.2039 0.7733
O -2.1695 0.1799 5.1838
O 3.7155 3.5381 -1.8860
N 4.4998 3.8573 -2.7559
N -5.4730 -0.6937 0.5020
N 1.4805 1.2364 -1.0815
N 0.6145 -1.4905 -1.0139
C -1.5934 -0.7630 -0.2879
C 4.0657 -1.8575 -2.1470
C 3.6361 0.4821 -1.8107
C -1.3560 -1.9688 1.9795
C 1.8805 -1.1379 -1.3949
C 0.2868 0.8568 -0.7247
C 4.5029 -0.5113 -2.1736
C -1.7520 -2.0579 0.5030
C -0.1574 -0.4910 -0.6867
C 2.7885 -2.1521 -1.7616
C -2.3338 -1.1894 2.9065
C -6.3017 -1.2119 1.6257
C 2.3081 0.1985 -1.4120
C 4.7081 5.3159 -2.9672
H 3.7465 5.7467 -3.2288
H 5.4272 5.4476 -3.7669
H 5.0782 5.7293 -2.0340
H 3.9750 1.5153 -1.8334
H -0.3611 -1.5490 2.1091
H -2.9836 -0.4840 2.3874
H -2.8153 -2.3186 0.4742
H -1.1498 1.3437 2.8958
H -2.9830 -1.8414 3.4853
H -1.2517 -2.8864 0.0105
H -5.7647 -1.0520 2.5535
H -0.4181 1.6323 -0.4408
H 5.5002 -0.2450 -2.4887
H 2.4908 -3.1905 -1.7305
H 4.7690 -2.6280 -2.4301
H -1.8772 0.0765 0.3505
H -7.2391 -0.6645 1.6170
H -6.4678 -2.2698 1.4454
H -1.3444 -2.9857 2.3629
H -2.2162 -0.6983 -1.1793

No. 4
This record from the Open Molecules 2025 dataset describes an isolated molecule of C14H20O. The level of theory is wB97M-V/def2-TZVPD.

Values from the calculation:
- HOMO energy (Ha) = -0.30734
- Kohn-Sham gap (hartree) = 0.34110
- SMILES = C1=CO[C@@]2(CC1)C[C@@H]1C[C@H]2[C@@H]2CCC[C@H]12
- relative energy (zero: lowest compared OMol25 entry of this formula, charge and spin) (eV) = 0.0984
- charge = 0
- M (g/mol) = 204.31

CARTESIAN COORDINATES (ANGSTROEM)
O -0.2541 -1.3776 0.8376
C -0.8971 1.3770 -1.2286
C 0.6284 -2.3628 1.2249
C 0.4938 1.0670 -1.7690
C 0.3992 1.1315 1.9685
C 0.8940 0.3219 -0.4945
C 1.4297 -2.7509 -1.1332
C -1.3868 -0.0639 -1.0057
C 0.6869 1.4368 0.5235
C 0.1414 -1.9920 -1.4664
C -1.5723 2.2581 1.2090
C -1.1108 1.1640 2.1121
C -0.1479 -0.8375 -0.4838
C 1.4836 -3.0019 0.3546
C -0.5541 2.1459 0.0504
H 0.8475 0.2036 2.3440
H -1.5366 1.9405 -1.8940
H 0.6071 -2.6368 2.3047
H 1.0486 1.9459 -1.9606
H 0.4366 0.4641 -2.7035
H -1.7238 -0.4264 -1.9678
H 2.3062 -2.1977 -1.4917
H 1.9240 -0.0686 -0.4992
H -2.5873 2.1429 0.8378
H 1.3999 -3.7077 -1.6365
H 1.5493 2.0857 0.4718
H 2.1850 -3.7345 0.7482
H -2.2302 -0.0949 -0.3162
H -0.3498 3.1571 -0.2467
H 0.2912 -1.6892 -2.4777
H -1.5941 0.2308 1.8027
H 0.8284 1.9735 2.5615
H -0.7101 -2.6752 -1.4891
H -1.5488 3.2254 1.7429
H -1.3767 1.3460 3.1700